Record 1
{
  "formula": "C5H10O2",
  "method": "ωB97M-V/def2-TZVPD",
  "homo_ev": -9.4,
  "de_lowest_ev": 4.311,
  "orbital_gap_ev": 10.30,
  "molar_mass_da": 102.13,
  "e_lumo_ev": 0.940,
  "energy_ha": -346.86699,
  "symbols": ["C", "C", "O", "C", "C", "C", "O", "H", "H", "H", "H", "H", "H", "H", "H", "H", "H"],
  "xyz": [[2.238, -0.667, -0.390], [0.928, -0.786, 0.328], [0.456, 0.485, 0.720], [-0.947, 0.383, 0.552], [-1.564, 1.743, 0.331], [-1.012, -0.558, -0.645], [-1.768, -1.544, -0.745], [3.015, -0.263, 0.257], [2.542, -1.655, -0.713], [2.170, -0.007, -1.254], [-0.072, -1.615, -0.329], [0.926, -1.478, 1.163], [-1.413, -0.141, 1.394], [-2.635, 1.636, 0.175], [-1.406, 2.380, 1.199], [-1.125, 2.243, -0.533], [-0.561, -0.086, -1.548]],
  "forces_ev_per_angstrom": [[-0.1, -0.2, -0.1], [-0.5, -1.7, -0.3], [-0.1, -0.7, -0.5], [-0.2, -0.1, 0.1], [0.0, -0.1, -0.1], [-2.5, -0.5, -1.0], [-0.5, 1.1, -0.2], [0.0, 0.0, 0.2], [0.2, -0.2, -0.2], [-0.1, 0.0, 0.0], [3.6, 2.6, 1.4], [0.4, 0.0, 0.5], [0.0, 0.1, 0.1], [-0.1, 0.0, 0.0], [0.0, 0.0, 0.1], [0.0, -0.1, 0.0], [0.1, -0.2, 0.1]],
  "nbo_charge": [-0.647, -0.031, -0.520, 0.013, -0.625, 0.303, -0.625, 0.226, 0.219, 0.217, 0.312, 0.179, 0.177, 0.225, 0.229, 0.215, 0.133]
}

***

Record 2
{
  "formula": "C5H10O2",
  "method": "ωB97M-V/def2-TZVPD",
  "homo_ev": -8.3,
  "de_lowest_ev": 3.057,
  "orbital_gap_ev": 8.79,
  "molar_mass_da": 102.13,
  "e_lumo_ev": 0.515,
  "energy_ha": -346.91310,
  "symbols": ["C", "C", "C", "C", "C", "O", "H", "H", "H", "H", "H", "H", "H", "H", "O", "H", "H"],
  "xyz": [[-0.342, 2.715, 0.251], [-0.258, 1.465, 0.742], [0.614, 0.385, 0.263], [0.186, -0.884, 0.485], [0.823, -2.148, 0.024], [-0.688, -1.212, 1.512], [-1.283, 3.234, 0.202], [0.512, 3.212, -0.191], [-1.124, 1.128, 1.303], [1.662, 0.473, 0.007], [1.087, -2.092, -1.035], [1.607, -2.550, 0.666], [0.038, -2.915, 0.028], [-0.592, -0.569, 2.216], [-0.322, -0.084, -2.633], [-1.022, -0.121, -1.995], [0.274, 0.618, -2.374]],
  "forces_ev_per_angstrom": [[0.7, -0.6, 0.2], [-0.5, 0.6, -1.0], [-0.3, -0.9, 1.8], [1.5, -0.1, 2.0], [-0.9, -0.5, -1.3], [-0.5, 0.0, -0.8], [-0.1, 0.4, 0.8], [0.0, -0.2, -0.5], [-0.2, -0.1, -0.3], [-0.3, 0.4, -1.0], [0.6, 0.1, 0.3], [0.2, 0.4, 0.0], [0.0, 0.1, 0.2], [-0.2, 0.3, 0.1], [0.4, -0.4, -1.2], [-0.3, 0.2, 0.6], [-0.1, 0.1, 0.3]],
  "nbo_charge": [-0.390, -0.221, -0.382, 0.370, -0.684, -0.695, 0.202, 0.188, 0.190, 0.233, 0.238, 0.232, 0.234, 0.482, -0.943, 0.472, 0.474]
}

***

Record 3
{
  "formula": "C5H10O2",
  "method": "ωB97M-V/def2-TZVPD",
  "homo_ev": -9.9,
  "de_lowest_ev": 2.054,
  "orbital_gap_ev": 10.93,
  "molar_mass_da": 102.13,
  "e_lumo_ev": 1.069,
  "energy_ha": -346.94994,
  "symbols": ["C", "C", "O", "C", "C", "C", "O", "H", "H", "H", "H", "H", "H", "H", "H", "H", "H"],
  "xyz": [[-0.211, 0.179, 2.288], [0.510, 0.374, 0.949], [1.355, -0.736, 0.712], [-0.385, 0.522, -0.299], [0.346, 0.471, -1.664], [-0.512, -0.775, -1.913], [-1.048, -0.733, -0.576], [0.513, -0.248, 2.997], [-0.594, 1.110, 2.716], [-1.027, -0.550, 2.206], [1.136, 1.275, 0.990], [0.712, -1.437, 0.522], [-1.110, 1.346, -0.232], [0.184, 1.307, -2.350], [1.414, 0.261, -1.575], [0.023, -1.712, -2.109], [-1.305, -0.654, -2.662]],
  "forces_ev_per_angstrom": [[0.0, -0.2, 0.0], [-0.2, 0.5, -0.3], [-0.1, -0.2, 0.0], [0.2, 0.2, 0.2], [0.1, 0.0, 0.0], [0.0, -0.1, -0.3], [-0.2, -0.1, 0.1], [-0.1, 0.2, -0.2], [0.0, -0.1, -0.2], [0.1, 0.2, -0.1], [0.1, -0.2, 0.1], [0.3, -0.2, 0.0], [0.1, -0.2, 0.2], [0.0, -0.1, 0.2], [-0.2, 0.0, 0.0], [-0.1, 0.2, 0.1], [0.1, 0.0, 0.1]],
  "nbo_charge": [-0.641, 0.072, -0.717, 0.090, -0.458, -0.055, -0.554, 0.226, 0.212, 0.214, 0.178, 0.469, 0.178, 0.210, 0.229, 0.176, 0.172]
}